The following is a DFT calculation (wB97M-V/def2-TZVPD) of C28H48BrN3P2SSn as an isolated structure.

Results
E_tot = -5127.673318 Ha
total charge = +4
relative energy (zero: lowest compared OMol25 entry of this formula, charge and spin) = 0.00 kcal/mol
maximum force = 4.325 eV Å⁻¹

CARTESIAN COORDINATES (ANGSTROEM)
1 N -7.121 5.620 -5.826
2 C -6.891 6.239 -4.662
3 C -6.186 5.623 -3.619
4 C -5.620 4.350 -3.850
5 C -5.885 3.713 -5.079
6 C -6.662 4.382 -6.028
7 C -4.722 3.733 -2.895
8 Sn 0.383 0.229 1.101
9 P 6.110 -0.874 -0.116
10 C -3.785 2.802 -3.258
11 C -2.847 2.241 -2.308
12 C -1.651 1.620 -2.734
13 C -0.719 1.173 -1.801
14 C -0.999 1.277 -0.438
15 C -2.136 1.930 0.005
16 C -3.088 2.368 -0.921
17 Br 2.002 -1.334 2.727
18 H -4.785 4.103 -1.858
19 H -3.675 2.521 -4.319
20 H -6.038 6.133 -2.666
21 H -5.490 2.720 -5.288
22 H -7.268 7.260 -4.535
23 H -6.898 3.897 -6.980
24 H -1.461 1.521 -3.801
25 H -4.010 2.817 -0.551
26 H 0.219 0.757 -2.146
27 H -2.343 2.120 1.055
28 P -0.502 -2.046 0.083
29 C 5.573 0.875 0.110
30 C 6.660 1.847 -0.359
31 H 5.359 1.011 1.180
32 H 4.642 1.015 -0.458
33 H 6.477 2.844 0.056
34 H 7.658 1.524 -0.036
35 H 6.671 1.937 -1.452
36 C 5.267 -1.329 -1.693
37 C 5.992 -2.499 -2.359
38 H 5.275 -0.438 -2.337
39 H 4.224 -1.587 -1.462
40 H 5.726 -2.555 -3.420
41 H 7.082 -2.389 -2.288
42 H 5.719 -3.455 -1.894
43 C 5.018 -1.770 1.063
44 C 5.744 -2.045 2.379
45 H 4.713 -2.711 0.580
46 H 4.114 -1.163 1.229
47 H 5.181 -2.775 2.970
48 H 6.748 -2.447 2.196
49 H 5.839 -1.133 2.978
50 C -0.459 -3.484 1.235
51 C -1.649 -4.439 1.181
52 H -0.320 -3.056 2.236
53 H 0.466 -4.033 1.002
54 H -2.574 -3.974 1.534
55 H -1.814 -4.824 0.167
56 H -1.439 -5.298 1.825
57 C 0.632 -2.570 -1.267
58 C 0.087 -2.525 -2.698
59 H 0.945 -3.598 -1.026
60 H 1.530 -1.938 -1.169
61 H -0.545 -3.403 -2.899
62 H -0.498 -1.621 -2.911
63 H 0.927 -2.555 -3.403
64 C -2.191 -2.051 -0.626
65 C -3.302 -1.595 0.324
66 H -2.386 -3.081 -0.970
67 H -2.181 -1.418 -1.527
68 H -4.043 -1.004 -0.231
69 H -3.826 -2.459 0.757
70 H -2.933 -0.966 1.145
71 C 1.318 0.729 6.285
72 N 0.475 1.023 5.123
73 C -0.398 0.169 4.602
74 S -1.192 0.510 3.091
75 N -0.732 -0.948 5.311
76 C -1.299 -0.851 6.662
77 H 1.213 -0.313 6.584
78 H 1.027 1.382 7.115
79 H 2.360 0.928 6.021
80 H 0.757 1.789 4.518
81 H -1.206 -1.643 4.731
82 H -2.391 -0.926 6.596
83 H -0.944 -1.700 7.255
84 H -1.028 0.091 7.155

The computed Mulliken charges, all in e, follow:
1. N 0.046
2. C -0.360
3. C -0.393
4. C 0.714
5. C -0.400
6. C -0.419
7. C -0.144
8. Sn 0.738
9. P 0.378
10. C -0.338
11. C 0.915
12. C -0.724
13. C -0.347
14. C 0.028
15. C -0.662
16. C -0.725
17. Br -0.270
18. H 0.207
19. H 0.298
20. H 0.432
21. H 0.410
22. H 0.408
23. H 0.409
24. H 0.417
25. H 0.304
26. H 0.598
27. H 0.445
28. P 0.740
29. C -0.299
30. C -1.229
31. H 0.434
32. H 0.210
33. H 0.365
34. H 0.378
35. H 0.343
36. C 0.114
37. C -1.197
38. H 0.485
39. H -0.281
40. H 0.378
41. H 0.380
42. H 0.339
43. C 0.055
44. C -1.279
45. H 0.441
46. H -0.219
47. H 0.368
48. H 0.446
49. H 0.354
50. C -0.304
51. C -1.290
52. H 0.101
53. H 0.560
54. H 0.272
55. H 0.329
56. H 0.430
57. C 0.045
58. C -1.376
59. H 0.616
60. H -0.389
61. H 0.394
62. H 0.255
63. H 0.404
64. C -0.584
65. C -1.257
66. H 0.589
67. H 0.387
68. H 0.322
69. H 0.421
70. H 0.226
71. C -1.039
72. N -0.089
73. C 0.356
74. S -0.228
75. N -0.205
76. C -0.985
77. H 0.433
78. H 0.379
79. H 0.316
80. H 0.265
81. H 0.268
82. H 0.338
83. H 0.349
84. H 0.400

The following is a DFT calculation (wB97M-V/def2-TZVPD) of C22H20N6O3RuS3 as an isolated structure.

Results
spin multiplicity = 2
E_tot = -2693.936044 Ha
total charge = +1
maximum force = 4.017 eV Å⁻¹

CARTESIAN COORDINATES (ANGSTROEM)
1 Ru -0.115 -0.201 -0.066
2 C -4.415 -0.201 -0.120
3 C -4.800 1.144 -0.128
4 C -3.826 2.095 -0.029
5 C -2.458 1.728 0.066
6 N -2.096 0.399 0.073
7 C -3.076 -0.506 -0.018
8 N -1.604 2.728 0.143
9 C -0.293 2.725 0.170
10 N 0.506 1.597 0.180
11 C 1.826 2.003 0.127
12 N 2.873 1.220 0.029
13 C 2.931 -0.087 -0.103
14 C 4.234 -0.647 -0.204
15 C 4.399 -1.999 -0.270
16 C 3.259 -2.814 -0.251
17 C 2.020 -2.217 -0.198
18 N 1.825 -0.900 -0.134
19 C 1.878 3.426 0.128
20 C 2.945 4.318 0.048
21 C 2.647 5.663 -0.036
22 C 1.323 6.123 -0.029
23 C 0.256 5.251 0.067
24 C 0.535 3.888 0.144
25 H -5.136 -0.993 -0.211
26 H -5.840 1.416 -0.222
27 H -4.045 3.149 -0.035
28 H -2.777 -1.545 -0.038
29 H 5.059 0.047 -0.224
30 H 5.385 -2.430 -0.334
31 H 3.340 -3.887 -0.280
32 H 1.118 -2.822 -0.218
33 H 3.960 3.954 0.036
34 H 3.446 6.380 -0.124
35 H 1.139 7.182 -0.118
36 H -0.761 5.604 0.064
37 S 0.218 -1.045 2.615
38 C -0.961 -2.199 2.884
39 N -1.532 -2.955 1.956
40 C -2.652 -3.774 2.375
41 C -2.482 -4.004 3.874
42 S -1.535 -2.554 4.480
43 H -1.324 -2.813 0.966
44 H -2.655 -4.714 1.821
45 H -3.595 -3.249 2.172
46 H -1.894 -4.894 4.100
47 H -3.431 -4.055 4.401
48 C -0.196 -3.144 -3.058
49 S -0.991 -1.800 -2.172
50 O -2.373 -1.725 -2.529
51 O -0.198 -0.589 -2.408
52 O -0.827 -2.161 -0.705
53 H -0.519 -3.105 -4.090
54 H -0.487 -4.080 -2.600
55 H 0.872 -2.986 -2.984

The computed Mulliken charges, all in e, follow:
1. Ru 0.606
2. C -1.308
3. C -0.478
4. C -0.576
5. C 0.317
6. N 0.543
7. C -0.208
8. N -0.458
9. C -0.319
10. N -0.056
11. C -0.345
12. N -0.393
13. C 0.302
14. C -0.719
15. C -0.380
16. C -1.158
17. C -0.526
18. N 0.723
19. C 0.397
20. C -0.323
21. C -0.596
22. C -0.623
23. C -0.262
24. C 0.306
25. H 0.468
26. H 0.421
27. H 0.527
28. H 0.771
29. H 0.545
30. H 0.429
31. H 0.467
32. H 0.693
33. H 0.547
34. H 0.427
35. H 0.418
36. H 0.551
37. S -0.262
38. C 0.530
39. N 0.098
40. C -0.623
41. C -0.573
42. S -0.051
43. H 0.176
44. H 0.366
45. H 0.318
46. H 0.349
47. H 0.407
48. C -1.058
49. S 1.417
50. O -0.658
51. O -0.547
52. O -0.719
53. H 0.428
54. H 0.325
55. H 0.350

The following is a DFT calculation (wB97M-V/def2-TZVPD) of a single C8H17N molecule.

Results
E_tot = -369.722472 Ha
SMILES = C=C(N)CC(C)(C)CC
relative energy (zero: lowest compared OMol25 entry of this formula, charge and spin) = 19.81 kcal/mol
maximum force = 5.429 eV Å⁻¹

CARTESIAN COORDINATES (ANGSTROEM)
1 C 2.725 -0.068 0.643
2 C 1.925 -0.262 -0.406
3 N 2.284 -1.046 -1.492
4 C 0.532 0.699 -0.630
5 C -0.680 -0.109 -0.354
6 C -1.456 -0.435 -1.624
7 C -0.570 -1.339 0.529
8 C -1.616 1.093 0.515
9 C -1.158 1.420 1.925
10 H 3.688 -0.555 0.733
11 H 2.470 0.619 1.432
12 H 3.089 -1.644 -1.352
13 H 1.524 -1.520 -1.955
14 H 0.730 1.583 -0.034
15 H 0.604 0.988 -1.676
16 H -1.569 0.442 -2.259
17 H -2.455 -0.794 -1.378
18 H -0.950 -1.215 -2.192
19 H -0.205 -2.194 -0.039
20 H -1.557 -1.621 0.898
21 H 0.074 -1.161 1.385
22 H -1.701 1.995 -0.093
23 H -2.606 0.636 0.544
24 H -0.136 1.793 1.935
25 H -1.173 0.534 2.559
26 H -1.813 2.162 2.384

The computed Mulliken charges, all in e, follow:
1. C -1.288
2. C 0.841
3. N -0.546
4. C -1.334
5. C 2.050
6. C -1.818
7. C -2.000
8. C -0.956
9. C -1.041
10. H 0.288
11. H 0.268
12. H 0.236
13. H 0.231
14. H 0.520
15. H 0.323
16. H 0.424
17. H 0.417
18. H 0.381
19. H 0.412
20. H 0.435
21. H 0.448
22. H 0.369
23. H 0.419
24. H 0.260
25. H 0.269
26. H 0.390

The following is a DFT calculation (wB97M-V/def2-TZVPD) of C5H8O as an isolated structure.

Results
E_tot = -270.438170 Ha
relative energy (zero: lowest compared OMol25 entry of this formula, charge and spin) = 75.13 kcal/mol
maximum force = 0.383 eV Å⁻¹

CARTESIAN COORDINATES (ANGSTROEM)
1 C -1.792 -1.741 -1.238
2 C -1.799 -0.573 -0.604
3 C 1.105 1.904 0.478
4 C 0.986 0.758 1.151
5 C 1.643 0.106 -0.038
6 O 1.711 1.429 -0.665
7 H -1.678 -1.806 -2.317
8 H -1.903 -2.682 -0.704
9 H -1.914 -0.506 0.475
10 H -1.685 0.369 -1.136
11 H 0.604 0.430 2.106
12 H 0.885 2.961 0.588
13 H 2.651 -0.294 0.104
14 H 1.026 -0.566 -0.640

The computed Mulliken charges, all in e, follow:
1. C -0.391
2. C -0.565
3. C -0.222
4. C -0.414
5. C -0.077
6. O -0.382
7. H 0.246
8. H 0.230
9. H 0.226
10. H 0.243
11. H 0.358
12. H 0.382
13. H 0.228
14. H 0.140

The following is a DFT calculation (wB97M-V/def2-TZVPD) of a 2-piece molecular cluster, C6H14BN overall.

Results
E_tot = -316.414614 Ha
relative energy (zero: lowest compared OMol25 entry of this formula, charge and spin) = 148.18 kcal/mol
maximum force = 6.782 eV Å⁻¹

CARTESIAN COORDINATES (ANGSTROEM)
1 B -2.448 0.788 -0.018
2 C -3.438 -1.370 -0.521
3 C -3.446 -0.268 0.322
4 C 2.975 -0.824 -0.612
5 C 0.606 -0.489 1.247
6 C 1.947 0.267 -0.650
7 C 1.421 0.683 0.835
8 N -1.511 1.744 -0.343
9 H -4.050 -2.196 -0.174
10 H -3.004 -1.448 -1.434
11 H -3.812 -0.203 1.242
12 H 2.495 -1.706 -0.400
13 H 3.832 -0.479 0.012
14 H 3.331 -0.842 -1.569
15 H -0.410 -0.553 1.033
16 H 0.946 -1.133 1.975
17 H 2.400 1.231 -1.047
18 H 1.161 -0.160 -1.145
19 H 0.904 1.680 0.761
20 H 2.357 1.046 1.275
21 H -1.693 2.715 -0.219
22 H -0.562 1.517 -0.571

The computed Mulliken charges, all in e, follow:
1. B 0.193
2. C -0.943
3. C -0.351
4. C -1.408
5. C -0.958
6. C -0.449
7. C -0.459
8. N -0.344
9. H 0.250
10. H 0.326
11. H 0.446
12. H 0.433
13. H 0.308
14. H 0.421
15. H 0.188
16. H 0.386
17. H 0.348
18. H 0.444
19. H 0.329
20. H 0.407
21. H 0.190
22. H 0.243

The following is a DFT calculation (wB97M-V/def2-TZVPD) of a single C5H5NO2S molecule.

Results
E_tot = -796.900232 Ha
SMILES = O=C(S)[C@@H]1C=CN=C1O
relative energy (zero: lowest compared OMol25 entry of this formula, charge and spin) = 31.74 kcal/mol
maximum force = 3.382 eV Å⁻¹

CARTESIAN COORDINATES (ANGSTROEM)
1 O -2.460 1.051 0.717
2 C -1.672 0.185 0.425
3 S -2.285 -1.027 -0.766
4 C -0.174 0.079 0.789
5 C 0.545 1.189 0.165
6 C 1.662 0.698 -0.313
7 N 1.701 -0.656 -0.429
8 C 0.637 -1.120 0.122
9 O 0.274 -2.397 0.310
10 H -3.357 -0.387 -0.846
11 H 0.194 0.018 1.821
12 H 0.330 2.214 0.128
13 H 2.454 1.269 -0.796
14 H 0.941 -2.952 -0.107

The computed Mulliken charges, all in e, follow:
1. O -0.519
2. C 0.380
3. S -0.199
4. C 0.661
5. C -0.801
6. C -0.358
7. N -0.649
8. C 0.199
9. O -0.432
10. H 0.143
11. H 0.359
12. H 0.427
13. H 0.415
14. H 0.376

Which formula does entry 5 have? C6H14BN

Number 4 is which compound? C5H8O

Which formula does entry 2 have? C22H20N6O3RuS3

Number 3 is which compound? C8H17N